# 1
C2H2N4 | ωB97M-V/def2-TZVPD

The geometry in XYZ format:
```
8
C2H2N4, DFT ωB97M-V/def2-TZVPD
C -0.4595 -1.0631 -1.4146
N 0.4943 -0.6417 -0.8082
N 1.2991 0.0581 -0.1790
C 0.6581 0.7410 0.8878
N -0.6140 0.9421 0.7471
N -1.6847 0.9244 0.3320
H -0.8603 -2.0650 -1.3057
H 1.2066 1.0869 1.7464
```

Largest force on an atom: 1.26 eV/Å
Gap between HOMO and LUMO: 8.40 eV
Total charge: 0

---

# 2
C2H2N4O | ωB97M-V/def2-TZVPD

The geometry in XYZ format:
```
9
C2H2N4O, DFT ωB97M-V/def2-TZVPD
O 2.6869 0.0343 -0.1756
C 1.4505 0.1634 0.1843
N 0.6837 -0.9454 0.1297
C -0.6367 -0.8895 0.0274
N -1.1974 0.1707 -0.0409
N -0.4392 1.3928 -0.1028
N 0.7416 1.3912 0.1999
H -1.1979 -1.7385 -0.1080
H -2.0913 0.4210 -0.1140
```

SMILES: O=c1nc[nH]nn1
Largest force on an atom: 8.83 eV/Å
Gap between HOMO and LUMO: 9.33 eV
Total charge: 0

---

# 3
C2H2N4O | ωB97M-V/def2-TZVPD

The geometry in XYZ format:
```
9
C2H2N4O, DFT ωB97M-V/def2-TZVPD
O 1.8160 0.3285 0.5322
C 0.9847 -0.1874 -0.3708
C -0.2950 0.0519 -0.1189
N -1.3083 -0.2082 -0.9870
N -2.4092 -0.1868 -0.2450
N -2.1058 0.2412 0.9471
N -0.7180 0.3074 1.0464
H 2.8128 0.0591 0.5835
H 1.2229 -0.4057 -1.3875
```

SMILES: OC=C1N=NN=N1
Largest force on an atom: 7.21 eV/Å
Gap between HOMO and LUMO: 8.32 eV
Total charge: 0

---

# 4
C2H2N4O | ωB97M-V/def2-TZVPD

The geometry in XYZ format:
```
9
C2H2N4O, DFT ωB97M-V/def2-TZVPD
C -2.4110 0.6241 0.0615
C 1.1040 -0.0631 -0.2745
N -2.7760 1.7209 0.1126
N -0.0317 -0.0614 -0.4547
N -1.8355 -0.5161 0.3969
N 2.3876 -0.1384 -0.0770
O -2.1459 -1.6352 0.0448
H 2.7043 -0.3210 0.8630
H 3.0041 0.3902 -0.6726
```

Largest force on an atom: 2.42 eV/Å
<S²>: 2.02
Multiplicity: 3
Gap between HOMO and LUMO (alpha / beta): 8.83 / 9.25 eV
Total charge: 0

---

# 5
C2H2N4O2 | ωB97M-V/def2-TZVPD

The geometry in XYZ format:
```
10
C2H2N4O2, DFT ωB97M-V/def2-TZVPD
O -2.5573 -0.1995 0.4851
C -2.1764 0.5254 -0.6355
N -0.7849 0.6227 -1.0073
C 0.0736 0.2163 -0.2752
N 0.3244 -0.5399 1.0659
N 1.4641 -0.9319 1.1035
O 2.3114 -0.2691 0.0921
N 1.2879 0.4591 -0.5979
H -2.9987 0.8599 -1.5636
H 1.5422 1.1691 -1.5380
```

SMILES: O=C/N=c1\nno[nH]1
Largest force on an atom: 9.63 eV/Å
Gap between HOMO and LUMO: 9.45 eV
Total charge: 0

---

# 6
C2H2N4O2 | ωB97M-V/def2-TZVPD

The geometry in XYZ format:
```
10
C2H2N4O2, DFT ωB97M-V/def2-TZVPD
H 1.1209 1.5318 0.8983
N 0.1203 1.8717 0.4396
C -0.2635 0.7015 -0.0849
N -1.6663 0.7677 -0.6138
N -2.2760 -0.1588 -0.1086
O -1.6008 -1.4614 0.4913
N -0.2374 -1.5670 -0.0622
C 0.4275 -0.4873 -0.2030
O 1.7704 -0.7920 -0.1188
H 2.6047 -0.4062 -0.6379
```

SMILES: [H]/N=c1/nnonc1O
Largest force on an atom: 7.75 eV/Å
Gap between HOMO and LUMO: 9.34 eV
Total charge: 0

---

# 7
C2H2N4O2 | ωB97M-V/def2-TZVPD

The geometry in XYZ format:
```
10
C2H2N4O2, DFT ωB97M-V/def2-TZVPD
O -2.5107 -0.4305 -0.0915
N -1.6960 0.7889 -0.0091
C -0.5430 0.3085 0.1802
C 0.5385 1.2912 0.0946
N 1.7800 0.9940 -0.0769
O 2.0392 -0.4050 -0.0792
N 1.0074 -1.4655 -0.0204
N -0.1241 -1.0687 0.1242
H -3.4130 -0.0376 -0.2644
H 0.4412 2.3822 -0.1439
```

SMILES: O/N=c1/cnonn1
Largest force on an atom: 3.95 eV/Å
Gap between HOMO and LUMO: 9.27 eV
Total charge: 0

---

# 8
C2H2N4O2 | ωB97M-V/def2-TZVPD

The geometry in XYZ format:
```
10
C2H2N4O2, DFT ωB97M-V/def2-TZVPD
O -2.7034 0.1760 -0.0671
N -1.8361 -0.8038 -0.0183
C -0.6020 -0.4360 -0.1771
N 0.2298 -1.3982 -0.0344
N 1.4944 -1.2123 0.0491
C 1.8708 0.0890 -0.1123
N 1.1532 1.2145 -0.0228
O -0.2359 0.8965 -0.0416
H -2.3321 1.0624 0.4439
H 2.9614 0.4120 -0.0193
```

SMILES: O/N=c1/nncno1
Largest force on an atom: 5.94 eV/Å
Gap between HOMO and LUMO: 7.53 eV
Total charge: 0

---

# 9
C2H2N4S | ωB97M-V/def2-TZVPD

The geometry in XYZ format:
```
9
C2H2N4S, DFT ωB97M-V/def2-TZVPD
S -1.8618 1.3136 -0.3379
C -0.8076 -0.2008 -0.3998
C 0.3639 -0.1125 0.0456
N 0.8778 0.7712 0.9143
N 2.0282 0.5301 1.2896
N 2.3346 -0.6145 0.3068
N 1.3505 -1.0029 -0.2918
H -3.0536 0.5369 -0.6364
H -1.2320 -1.2212 -0.8904
```

SMILES: SC=C1N=NN=N1
Largest force on an atom: 8.43 eV/Å
Gap between HOMO and LUMO: 8.41 eV
Total charge: 0

---

# 10
C2H2N5 | ωB97M-V/def2-TZVPD

The geometry in XYZ format:
```
9
C2H2N5, DFT ωB97M-V/def2-TZVPD
C -0.4476 -0.0670 1.7190
C 0.3280 0.3496 0.8906
N 2.6300 1.8637 -1.1547
N 2.0057 1.2439 -2.0846
N 2.1051 1.5868 -0.0058
N 1.0715 0.5335 -1.7519
N 1.1457 0.8311 -0.0020
H -1.0892 -0.4385 2.4729
H 0.4546 -0.0212 -2.3321
```

Largest force on an atom: 3.75 eV/Å
Gap between HOMO and LUMO (alpha / beta): 9.11 / 9.11 eV
Total charge: +1

---

# 11
C2H2N6O5 | ωB97M-V/def2-TZVPD

The geometry in XYZ format:
```
15
C2H2N6O5, DFT ωB97M-V/def2-TZVPD
C 1.5478 0.7245 0.0418
C -1.6810 -0.7690 1.5539
N 0.5298 -0.1017 -0.1779
N -1.9841 -0.7485 0.4230
N -0.4599 0.5922 -0.7781
N 2.6046 0.2098 0.5562
N -1.8276 -1.5255 -0.7242
N -0.2123 1.7446 -1.0402
O -2.4787 -1.2536 -1.6680
O 1.4868 1.9035 -0.5140
O -1.5490 -0.9004 2.6835
O -1.2114 -2.5335 -0.5512
O -0.7254 2.6825 -1.4934
H 3.5010 0.6191 0.6450
H 2.4595 -0.6442 1.0436
```

Largest force on an atom: 4.28 eV/Å
Gap between HOMO and LUMO: 8.87 eV
Total charge: 0

---

# 12
C2H2NO2 | ωB97M-V/def2-TZVPD

The geometry in XYZ format:
```
7
C2H2NO2, DFT ωB97M-V/def2-TZVPD
C -0.8504 1.7613 -0.7589
C 0.0944 -0.9782 0.2537
N -1.8510 2.2810 -0.9531
O 1.1588 -0.3594 0.2681
O -0.9854 -0.7076 -0.2756
H 0.0808 1.2844 -0.5681
H 0.0937 -1.9833 0.8547
```

Largest force on an atom: 2.35 eV/Å
Gap between HOMO and LUMO: 8.91 eV
Total charge: -1

---

Q: Look up the total charge of the second one.
A: 0